(1)
Here is a molecular structure, C39H60AuGeN4P3 from the Open Molecules 2025 dataset. Energies are from wB97M-V/def2-TZVPD.

```
108
Properties=species:S:1:pos:R:3:mulliken_spin:R:1
Au -1.236 -0.094 1.003 0.132
C -5.167 -0.020 -1.878 0.005
C -4.223 -0.571 -0.808 0.012
C -4.804 -0.387 0.594 0.031
P -2.517 0.109 -0.921 0.154
C -2.785 1.919 -0.913 -0.105
N -1.677 2.767 -0.513 0.084
Ge 0.036 2.193 0.143 0.058
N 1.491 2.360 -1.070 0.192
C 2.328 1.260 -1.517 0.000
P 2.667 0.193 -0.051 0.108
C 3.461 -1.289 -0.823 0.015
C 4.606 -1.008 -1.797 0.002
C 2.383 -2.139 -1.496 0.001
C 4.020 1.132 0.834 -0.002
C 4.857 0.172 1.678 0.004
C 4.896 2.084 0.023 0.002
C 1.295 3.416 -1.959 -0.038
C 1.703 3.460 -3.288 0.017
C 1.390 4.575 -4.058 -0.007
C 0.669 5.633 -3.532 0.014
C 0.267 5.604 -2.198 -0.011
C 0.599 4.511 -1.432 0.027
N 0.260 4.358 -0.021 0.011
C -1.035 4.896 0.326 0.003
C -1.247 6.125 0.904 -0.010
C -2.556 6.555 1.104 0.009
C -3.602 5.744 0.699 -0.005
C -3.382 4.493 0.132 0.019
C -2.077 4.024 -0.032 0.006
C 1.340 4.669 0.891 0.023
C 2.167 5.761 0.742 -0.006
C 3.183 5.976 1.667 0.006
C 3.342 5.083 2.711 -0.003
C 2.519 3.972 2.848 0.009
C 1.496 3.740 1.926 -0.032
N 0.633 2.634 1.913 0.199
C 0.910 1.650 2.931 0.033
P -0.359 0.348 3.096 -0.081
C 0.458 -1.026 3.998 0.007
C 1.539 -0.573 4.985 0.003
C 1.027 -2.049 3.015 0.002
C -1.683 1.058 4.153 0.008
C -2.259 2.310 3.486 0.010
C -1.271 1.346 5.595 0.004
C -1.897 -0.375 -2.567 -0.011
C -1.773 -1.893 -2.681 0.000
C -0.563 0.295 -2.846 0.030
H -6.131 -0.525 -1.809 0.000
H -4.796 -0.168 -2.891 0.001
H -5.352 1.046 -1.735 -0.001
H -4.087 -1.644 -0.974 0.017
H -4.902 0.667 0.861 -0.001
H -4.190 -0.873 1.353 0.000
H -5.804 -0.823 0.631 0.003
H -3.616 2.025 -0.205 -0.001
H -3.176 2.222 -1.894 -0.001
H 3.264 1.673 -1.901 -0.002
H 1.898 0.676 -2.336 0.011
H 3.857 -1.859 0.024 0.002
H 4.241 -0.487 -2.685 0.000
H 5.062 -1.940 -2.134 0.000
H 5.391 -0.400 -1.351 0.000
H 1.981 -1.635 -2.379 0.000
H 1.549 -2.350 -0.823 0.003
H 2.799 -3.090 -1.832 0.000
H 3.461 1.765 1.529 0.008
H 5.524 -0.432 1.060 0.000
H 4.240 -0.514 2.266 -0.002
H 5.478 0.736 2.376 0.000
H 5.479 1.571 -0.743 -0.001
H 5.604 2.581 0.691 0.000
H 4.304 2.865 -0.455 -0.001
H 2.248 2.634 -3.723 0.002
H 1.710 4.606 -5.091 0.000
H 0.416 6.482 -4.151 0.001
H -0.303 6.418 -1.768 0.000
H -0.404 6.740 1.190 0.000
H -2.748 7.520 1.550 0.001
H -4.622 6.085 0.821 0.000
H -4.237 3.911 -0.178 0.003
H 2.025 6.429 -0.098 0.001
H 3.839 6.828 1.564 0.000
H 4.133 5.237 3.434 0.000
H 2.701 3.284 3.661 0.002
H 0.970 2.146 3.906 -0.004
H 1.867 1.132 2.784 0.017
H -0.363 -1.492 4.555 0.008
H 2.446 -0.281 4.452 0.000
H 1.805 -1.404 5.638 0.000
H 1.235 0.260 5.617 0.000
H 1.733 -1.575 2.327 -0.003
H 0.243 -2.518 2.418 0.011
H 1.558 -2.831 3.560 0.000
H -2.456 0.281 4.159 0.019
H -1.544 3.135 3.505 -0.002
H -3.155 2.628 4.019 0.001
H -2.528 2.143 2.440 -0.003
H -0.487 2.104 5.647 0.001
H -0.929 0.456 6.122 -0.001
H -2.129 1.740 6.142 0.000
H -2.640 -0.004 -3.281 -0.002
H -1.054 -2.273 -1.952 0.005
H -1.409 -2.157 -3.675 0.000
H -2.718 -2.413 -2.529 0.001
H 0.163 -0.063 -2.117 -0.004
H -0.608 1.385 -2.792 -0.010
H -0.207 0.020 -3.840 -0.003
```

As for the multiplicity: 2. Its total energy is -4977.69429 Ha. For the gap between HOMO and LUMO (spin up / spin down), the calculation gives 6.807 / 6.642 eV. Its HOMO energy (spin up / spin down) is -0.3215 / -0.3721 hartree. As for the total charge: +1.

(2)
Here is a molecular structure, C39H61BBrN7P2STc from the Open Molecules 2025 dataset. Energies are from wB97M-V/def2-TZVPD.

```
113
Properties=species:S:1:pos:R:3:mulliken_spin:R:1
Tc 0.224 -0.584 -0.356 1.732
C 4.031 3.303 -0.921 0.004
C 2.685 2.718 -1.373 0.015
C 2.702 2.574 -2.901 0.006
C 1.583 3.698 -0.942 0.019
P 2.300 1.062 -0.570 0.105
C 2.601 1.458 1.216 -0.009
N 1.329 1.824 1.847 0.029
B 0.226 0.953 1.453 -0.110
N -1.393 -0.086 2.393 0.066
C -1.950 -1.395 2.145 0.017
P -1.085 -2.415 0.821 0.078
C -2.546 -3.447 0.191 0.024
C -3.489 -2.653 -0.711 0.010
C -2.049 -4.639 -0.637 -0.005
C -3.394 -3.921 1.390 0.000
C 0.125 -3.632 1.617 -0.052
C -0.503 -4.715 2.500 0.000
C 1.092 -2.868 2.528 0.009
C 0.929 -4.302 0.484 -0.004
C -0.024 0.934 4.731 0.805
C 0.525 0.846 6.096 -0.038
C 1.762 1.280 6.358 0.018
C 2.703 1.876 5.388 0.000
C 2.543 2.061 4.074 -0.002
C 1.314 1.680 3.309 0.011
C 3.575 -0.255 -0.934 0.007
C 5.013 0.052 -0.510 0.002
C 3.086 -1.466 -0.134 0.027
C 3.557 -0.622 -2.424 0.000
H 4.244 4.137 -1.592 0.001
H 4.866 2.613 -0.988 -0.001
H 3.994 3.719 0.085 0.000
H 2.490 3.547 -3.349 0.000
H 1.952 1.872 -3.263 -0.002
H 3.680 2.258 -3.260 0.000
H 1.947 4.713 -1.117 0.000
H 1.332 3.614 0.116 0.001
H 0.682 3.562 -1.532 -0.005
H 3.317 2.273 1.292 -0.002
H 3.055 0.582 1.700 -0.002
H -2.992 -1.276 1.850 -0.001
H -1.932 -1.959 3.081 -0.005
H -3.069 -2.501 -1.699 -0.003
H -3.783 -1.689 -0.294 -0.003
H -4.398 -3.247 -0.828 0.001
H -1.334 -4.333 -1.402 0.006
H -2.911 -5.074 -1.146 0.000
H -1.606 -5.426 -0.032 0.000
H -4.120 -3.163 1.685 0.000
H -2.833 -4.210 2.271 0.001
H -3.961 -4.795 1.066 0.000
H -1.065 -4.292 3.334 0.000
H 0.312 -5.297 2.933 0.000
H -1.141 -5.408 1.959 -0.001
H 0.588 -2.504 3.424 -0.003
H 1.571 -2.024 2.039 -0.015
H 1.872 -3.561 2.847 0.001
H 0.399 -5.140 0.042 0.000
H 1.862 -4.689 0.898 0.001
H 1.183 -3.619 -0.326 0.000
H -0.075 0.405 6.884 0.035
H 2.131 1.200 7.373 -0.002
H 3.638 2.216 5.815 -0.001
H 3.333 2.559 3.527 0.000
H 5.082 0.498 0.484 0.000
H 5.509 0.704 -1.224 0.000
H 5.580 -0.882 -0.488 -0.001
H 3.235 -1.360 0.938 -0.001
H 3.603 -2.371 -0.459 0.001
H 2.014 -1.712 -0.322 0.006
H 3.956 0.180 -3.039 -0.001
H 2.556 -0.858 -2.784 -0.006
H 4.188 -1.499 -2.580 0.001
C -3.899 0.601 -4.515 -0.001
C -3.625 -0.877 -4.294 -0.001
N -2.241 -1.189 -3.918 -0.002
C -1.670 -0.827 -2.768 0.066
S -0.006 -1.370 -2.514 0.072
N -2.352 -0.137 -1.901 0.019
N -1.676 0.093 -0.738 -0.108
C -2.285 0.766 0.180 0.091
C -3.684 1.259 0.040 -0.003
C -1.470 1.013 1.409 -0.006
C -1.708 2.333 2.085 -0.050
C -1.096 2.812 3.169 0.065
C 0.036 2.290 4.011 0.009
C 0.776 0.237 3.665 0.020
N 0.019 -0.068 2.436 0.046
H -4.913 0.719 -4.897 0.000
H -3.213 1.016 -5.252 0.000
H -3.807 1.169 -3.591 0.000
H -3.810 -1.428 -5.215 0.000
H -4.283 -1.283 -3.523 0.000
H -1.679 -1.721 -4.562 0.002
H -4.260 0.601 -0.606 0.000
H -3.696 2.247 -0.427 0.004
H -4.155 1.347 1.019 0.004
H -2.441 2.969 1.601 0.004
H -1.451 3.782 3.498 0.002
H 0.310 3.080 4.707 -0.004
H 1.475 -0.543 3.956 -0.015
Br -2.900 4.860 -5.808 0.000
C -1.963 3.756 -4.621 0.000
C -2.141 3.888 -3.251 0.000
C -1.430 3.036 -2.425 0.008
N -0.597 2.088 -2.855 0.011
C -0.453 1.980 -4.174 -0.001
C -1.096 2.788 -5.099 0.005
H -2.804 4.637 -2.844 0.000
H -1.529 3.134 -1.347 0.000
H 0.217 1.199 -4.521 0.000
H -0.927 2.660 -6.158 0.000
```

As for the multiplicity: 4. Its total energy is -5665.86417 Ha. For the gap between HOMO and LUMO (spin up / spin down), the calculation gives 6.466 / 6.177 eV. Its HOMO energy (spin up / spin down) is -0.4750 / -0.4843 hartree. As for the total charge: +2.